No. 1
Formula: C32H35F3N3O3PdSSi
Source: OMol25
Level of theory: the ωB97M-V functional and the def2-TZVPD basis

The geometry in XYZ format:
```
79
C32H35F3N3O3PdSSi the ωB97M-V functional and the def2-TZVPD basis
Pd 0.350 1.244 -0.353
C 3.702 0.743 -0.568
N 2.522 1.588 -0.540
C 2.735 2.861 -0.619
C 1.662 3.775 -0.522
C 1.601 5.170 -0.467
C 0.261 5.486 -0.244
C -0.433 4.270 -0.178
N 0.405 3.247 -0.357
C 4.318 0.507 0.798
C 3.636 0.823 1.967
C 4.207 0.547 3.203
C 5.463 -0.034 3.284
C 6.154 -0.342 2.118
C 5.582 -0.072 0.884
H 4.465 1.169 -1.232
H 3.427 -0.221 -1.000
H 3.751 3.243 -0.744
H 2.435 5.851 -0.551
H -0.169 6.468 -0.124
H -1.483 4.103 0.004
H 2.650 1.269 1.929
H 3.650 0.788 4.099
H 5.906 -0.246 4.249
H 7.139 -0.790 2.170
H 6.123 -0.314 -0.026
C -1.702 1.328 -0.390
Si -2.316 -0.306 -0.920
C -1.051 -1.448 -0.129
N 0.326 -0.908 -0.361
C 1.218 -1.362 0.737
C 1.285 -2.886 0.867
C 1.333 -3.580 -0.506
C 1.798 -2.594 -1.570
C 0.866 -1.381 -1.677
C -2.317 -0.518 -2.795
C -1.829 0.497 -3.620
C -1.746 0.329 -4.997
C -2.149 -0.865 -5.577
C -2.635 -1.890 -4.775
C -2.714 -1.714 -3.401
C -4.003 -0.802 -0.237
C -4.155 -0.837 1.155
C -5.376 -1.162 1.730
C -6.471 -1.452 0.928
C -6.343 -1.410 -0.453
C -5.119 -1.086 -1.025
H -2.022 1.532 0.638
H -2.010 2.169 -1.014
H -1.112 -2.506 -0.397
H -1.244 -1.361 0.943
H 0.869 -0.902 1.659
H 2.209 -0.963 0.535
H 0.442 -3.253 1.454
H 2.186 -3.117 1.439
H 0.345 -3.960 -0.778
H 1.996 -4.447 -0.477
H 1.857 -3.068 -2.553
H 2.814 -2.270 -1.323
H 0.012 -1.625 -2.309
H 1.386 -0.552 -2.159
H -1.492 1.427 -3.175
H -1.360 1.130 -5.616
H -2.084 -0.999 -6.650
H -2.949 -2.826 -5.222
H -3.089 -2.527 -2.786
H -3.317 -0.593 1.800
H -5.471 -1.180 2.809
H -7.424 -1.703 1.378
H -7.197 -1.625 -1.085
H -5.038 -1.048 -2.106
F -1.916 0.571 5.654
C -0.666 0.739 5.193
F -0.108 1.733 5.901
F 0.017 -0.384 5.478
S -0.651 1.099 3.385
O -1.427 2.307 3.277
O -1.278 -0.097 2.842
O 0.766 1.211 3.103
```

Summary:
strongest force on any atom = 0.45 eV Å⁻¹
charge = -1
gap between HOMO and LUMO = 7.54 eV

Atomic partial charges in e from the Mulliken method, atoms 1 to 6:
1. Pd 0.66
2. C -1.93
3. N 0.45
4. C 0.19
5. C -0.36
6. C -0.88

No. 2
Formula: C5H12N
Source: OMol25
Level of theory: the ωB97M-V functional and the def2-TZVPD basis

The geometry in XYZ format:
```
18
C5H12N the ωB97M-V functional and the def2-TZVPD basis
C -4.568 -0.579 -0.068
C 0.044 0.088 0.135
N -1.067 0.486 -0.340
C 3.487 -0.353 -0.316
C 2.487 0.322 0.670
C 1.306 0.746 -0.012
H -4.836 0.354 0.444
H -3.504 -0.572 -0.265
H -4.896 -1.399 0.559
H -5.142 -0.558 -0.970
H 3.739 0.332 -1.127
H -0.007 -0.747 0.830
H 3.020 -1.233 -0.758
H 4.402 -0.644 0.179
H 2.240 -0.390 1.456
H 2.937 1.194 1.163
H -0.957 1.305 -0.955
H 1.315 1.648 -0.625
```

Summary:
strongest force on any atom = 1.25 eV Å⁻¹
charge = +1
gap between HOMO and LUMO = 7.15 eV

Atomic partial charges in e from the Mulliken method, atoms 1 to 6:
1. C -0.79
2. C -0.04
3. N -0.31
4. C -1.07
5. C -0.42
6. C 0.17

Computed M, in the same sequence as the records: 733.217, 86.158 g mol⁻¹.
Computed E_tot, in the same sequence as the records: -2745.697059, -252.083320 a.u..
Computed ΔE to the lowest compared entry with this formula, charge and spin, in the same sequence as the records: 0.0000, 4.0220 eV.